Entry 1:
Below is a cluster of 2 separate species, C8H16N2SSi in total at a distorted geometry, with properties calculated with ωB97M-V/def2-TZVPD.

Gap between HOMO and LUMO (alpha / beta), eV: 6.72 / 6.73
Relative energy (zero: lowest compared OMol25 entry of this formula, charge and spin), kcal/mol: 62.5

The geometry in ORCA input format:
```
! wB97M-V def2-TZVPD RIJCOSX def2/J DEFGRID3
* xyz 0 1
S -0.46 -1.65 0.77
Si -0.81 1.26 0.11
N 1.68 -0.36 -1.91
N 2.12 -1.69 -0.21
C 0.52 -2.53 1.95
C 0.98 -1.42 -2.11
C -1.72 0.52 -1.35
C 2.26 -0.50 -0.79
C 0.28 2.70 -0.40
C -1.97 2.12 1.45
C 1.38 -2.36 -1.08
C 0.05 -0.10 1.03
H -2.96 2.34 1.10
H 0.89 2.76 -1.22
H -2.17 1.32 2.15
H -2.40 -0.29 -0.81
H -1.12 0.09 -2.11
H 0.91 0.07 1.69
H 0.20 -3.61 1.80
H 1.53 -2.43 1.63
H 1.25 -3.44 -1.05
H -1.53 3.01 1.92
H -0.54 3.48 -0.74
H -2.42 1.19 -1.79
H 2.70 0.31 -0.38
H 0.23 -2.25 2.96
H 0.76 3.07 0.50
H 0.37 -1.60 -3.09
*
```

***

Entry 2:
Below is a cluster of 2 separate species, C8H16N3 in total at a distorted geometry, with properties calculated with ωB97M-V/def2-TZVPD.

Gap between HOMO and LUMO, eV: 8.03
Relative energy (zero: lowest compared OMol25 entry of this formula, charge and spin), kcal/mol: 58.5

The geometry in ORCA input format:
```
! wB97M-V def2-TZVPD RIJCOSX def2/J DEFGRID3
* xyz 1 1
N 1.00 0.48 -1.24
N 0.83 1.88 0.88
N -2.39 -0.68 0.89
C 2.95 -0.16 0.10
C -2.14 0.76 -0.80
C 0.70 0.47 1.07
C 1.43 -0.29 -0.01
C -1.55 0.16 0.26
C -3.58 -0.63 0.23
C -3.46 0.24 -0.82
C 1.01 -1.75 -0.13
H 1.50 -2.22 -0.98
H -1.75 1.50 -1.47
H 0.94 1.45 -0.82
H 1.72 2.23 1.26
H 1.31 -2.28 0.77
H 0.09 2.39 1.35
H 3.29 -0.58 1.05
H -4.42 -1.22 0.55
H -2.21 -1.20 1.73
H 3.44 -0.72 -0.70
H -0.06 -1.83 -0.24
H 0.04 0.20 -1.49
H 1.64 0.40 -2.04
H 0.62 0.03 2.06
H 3.27 0.88 0.05
H -4.21 0.50 -1.53
*
```

***

Entry 3:
Below is a cluster of 2 separate species, C8H16N3 in total at a distorted geometry, with properties calculated with ωB97M-V/def2-TZVPD.

Gap between HOMO and LUMO, eV: 8.89
Relative energy (zero: lowest compared OMol25 entry of this formula, charge and spin), kcal/mol: 44.6

The geometry in ORCA input format:
```
! wB97M-V def2-TZVPD RIJCOSX def2/J DEFGRID3
* xyz 1 1
N 2.27 0.16 0.09
N -1.68 1.46 -2.72
N -0.06 0.97 -1.36
C 0.22 -0.39 1.17
C -0.81 2.51 -2.78
C 0.18 2.22 -1.94
C 0.55 0.66 2.30
C 0.29 -1.82 1.84
C -1.69 -0.88 -1.84
C 1.17 -0.53 0.05
C -1.13 0.49 -1.94
H -0.30 0.95 2.82
H 1.24 -2.13 1.85
H -0.21 -2.45 1.12
H -1.48 -1.15 -0.74
H 0.94 1.49 1.86
H 0.87 -1.33 -0.54
H 2.50 0.91 0.72
H -0.78 -0.42 0.88
H -0.86 3.46 -3.37
H 3.05 0.04 -0.54
H -1.06 -1.40 -2.51
H -2.57 1.66 -3.12
H 1.03 2.78 -1.76
H -2.81 -1.03 -2.12
H 1.23 0.48 3.06
H -0.05 -1.76 2.76
*
```

***

Entry 4:
Below is a cluster of 2 separate species, C8H16N4O3 in total at a distorted geometry, with properties calculated with ωB97M-V/def2-TZVPD.

Gap between HOMO and LUMO, eV: 10.05

The geometry in ORCA input format:
```
! wB97M-V def2-TZVPD RIJCOSX def2/J DEFGRID3
* xyz 2 1
O -2.15 2.21 0.15
O 2.72 2.30 1.33
O 0.36 0.00 1.03
N -2.92 0.12 1.06
N -0.75 0.38 0.19
N 2.85 2.16 -0.91
N 1.41 0.03 0.11
C -2.37 -1.01 -1.01
C -1.74 1.09 0.82
C 1.62 -1.24 -0.07
C 2.64 -3.30 -0.21
C 2.15 2.24 0.14
C -3.44 -0.47 -0.19
C -1.08 -0.74 -0.71
C 2.58 -2.07 -0.76
H 3.87 1.97 -0.94
H 1.10 2.50 0.08
H -2.20 2.02 -0.85
H -4.03 0.34 -0.62
H -2.58 -0.66 1.66
H 2.13 2.53 2.06
H -1.32 1.46 1.76
H 2.50 2.58 -1.90
H -0.30 -1.11 -1.20
H -4.31 -1.16 0.23
H 0.91 -1.82 0.40
H 3.50 -4.01 -0.48
H -3.69 0.73 1.53
H 2.03 -3.60 0.49
H 3.18 -1.68 -1.55
H -2.68 -1.77 -1.65
*
```